# C40H52N2O3PRhSSbSi3

A structure of composition C40H52N2O3PRhSSbSi3 at a distorted geometry (ωB97M-V with the def2-TZVPD basis set, OMol25).

Properties
HOMO energy = -0.3596 hartree
molecular weight = 980.8 g/mol
frontier orbital gap = 5.367 eV
total energy = -104745.7717 eV
charge = +1
spin multiplicity = 1
E_LUMO = -0.162 Ha

Atoms and positions in Å:
Rh1 -0.27986 0.04102 -0.83927
C1 0.19320 -0.19383 2.85898
Sb1 1.02805 0.88111 1.17211
C2 1.34421 -0.80409 -1.51208
C3 2.13181 -1.77869 -0.79486
C4 2.78633 -2.80856 -1.50404
C5 3.55838 -3.73216 -0.83283
C6 3.69196 -3.62592 0.54489
C7 2.98926 -2.61635 1.18388
N1 2.22413 -1.74323 0.54911
Si1 2.06201 -0.19804 -3.18082
C8 1.08452 1.26222 -3.84616
C9 2.14039 -1.44149 -4.60594
C10 3.82406 0.25678 -2.63446
C11 0.31579 3.01701 1.25486
C12 -0.69453 3.16216 0.17682
C13 -1.74059 4.08562 0.28734
C14 -2.55976 4.35455 -0.78838
C15 -2.30849 3.72719 -1.99828
C16 -1.29500 2.79621 -2.03880
N2 -0.51361 2.49849 -0.99088
Si2 1.84811 4.01756 0.63428
C17 1.32720 5.81210 0.38972
C18 3.28025 3.85676 1.85292
C19 2.46716 3.35678 -1.03067
Si3 -0.27565 3.40367 3.03395
C20 1.10298 2.87321 4.22692
C21 -0.52227 5.23995 3.45491
C22 -1.91898 2.52853 3.36341
H1 0.55335 -1.21905 2.78596
H2 -0.89017 -0.18043 2.76044
H3 0.48977 0.24835 3.80634
H4 2.63619 -2.88233 -2.57371
H5 4.05819 -4.52768 -1.36984
H6 4.31096 -4.31198 1.10561
H7 3.02437 -2.50241 2.26326
H8 0.05394 0.96306 -4.05600
H9 1.52725 1.60228 -4.78373
H10 1.07256 2.10452 -3.15483
H11 1.22042 -2.01618 -4.70260
H12 2.97117 -2.14326 -4.51624
H13 2.28390 -0.88607 -5.53431
H14 3.85131 0.58985 -1.59498
H15 4.24887 1.04720 -3.25452
H16 4.47350 -0.61785 -2.71398
H17 -1.89527 4.59983 1.22246
H18 -3.38074 5.05270 -0.68980
H19 -2.90502 3.92438 -2.87670
H20 -1.08633 2.26833 -2.95756
H21 0.99860 6.28141 1.31719
H22 0.50791 5.88991 -0.32789
H23 2.16508 6.39690 0.00370
H24 3.08683 4.36383 2.79887
H25 4.17704 4.30314 1.41862
H26 3.49993 2.80852 2.06753
H27 1.91661 3.79874 -1.86251
H28 2.35857 2.27324 -1.09017
H29 3.52327 3.59857 -1.16827
H30 1.76835 3.71448 4.42358
H31 1.71552 2.05140 3.85176
H32 0.67234 2.57423 5.18487
H33 0.37902 5.82965 3.28201
H34 -0.74861 5.30098 4.52314
H35 -1.34680 5.72097 2.92796
H36 -2.10130 1.74283 2.63175
H37 -2.75485 3.22687 3.29239
H38 -1.94392 2.08851 4.36233
O1 -2.46784 0.38220 -1.63488
S1 -3.01758 0.47487 -0.26705
O2 -3.95257 1.52961 -0.03424
O3 -1.88923 0.46469 0.70990
C23 -3.80983 -1.09536 -0.08957
C24 -5.19281 -1.16024 -0.07302
C25 -5.81207 -2.39861 -0.11171
C26 -5.04092 -3.55302 -0.16979
C27 -3.65775 -3.47796 -0.18322
C28 -3.02154 -2.23932 -0.14554
P1 -1.18346 -2.19195 -0.15111
C29 -0.88300 -3.25712 -1.60538
C30 -0.26509 -4.50124 -1.60895
C31 -0.02706 -5.15781 -2.81128
C32 -0.41724 -4.58666 -4.01036
C33 -1.06029 -3.35381 -4.01075
C34 -1.27868 -2.68475 -2.82026
C35 -0.80536 -3.13529 1.35385
C36 0.41537 -3.79014 1.52244
C37 0.72770 -4.39608 2.72769
C38 -0.15595 -4.32743 3.79544
C39 -1.36474 -3.66251 3.64477
C40 -1.68416 -3.06437 2.43753
H39 -5.75240 -0.23529 -0.02505
H40 -6.89130 -2.46492 -0.10661
H41 -5.52049 -4.52223 -0.20274
H42 -3.06600 -4.38461 -0.22397
H43 0.01778 -4.98172 -0.68304
H44 0.46116 -6.12376 -2.79865
H45 -0.22745 -5.09633 -4.94587
H46 -1.39138 -2.91448 -4.94322
H47 -1.77464 -1.71874 -2.82003
H48 1.12818 -3.82528 0.70867
H49 1.66767 -4.92232 2.83535
H50 0.10262 -4.78258 4.74209
H51 -2.06429 -3.60627 4.46785
H52 -2.62824 -2.54518 2.34197

Cartesian forces (eV/Å) of the 2 atoms listed first:
0.65 -1.67 0.16
-0.49 0.23 -0.47

# C40H52N7O2

A cluster of 7 separate species, C40H52N7O2 in total (ωB97M-V with the def2-TZVPD basis set, OMol25).

Properties
HOMO energy = -0.0569 hartree
molecular weight = 662.9 g/mol
frontier orbital gap = 3.554 eV
total energy = -56845.8527 eV
charge = -1
ΔE to the lowest compared entry with this formula, charge and spin = 0.0 kJ/mol
spin multiplicity = 1
E_LUMO = 0.074 Ha

Atoms and positions in Å:
C1 2.74061 -1.32796 0.73708
O1 3.15770 -0.92208 2.01003
C2 3.77520 0.36878 2.05314
C3 2.86146 1.56604 2.25590
N1 3.74876 2.69623 2.04995
O2 1.97612 1.45199 1.03064
C4 0.85482 2.27414 1.02679
C5 -0.49844 1.61856 1.40489
C6 -1.48736 2.72574 1.77469
C7 -0.39503 0.58366 2.52929
C8 -1.40919 -0.58133 2.51797
C9 -1.66407 -1.18792 1.13670
C10 -0.91857 -1.66044 3.48523
H1 3.33857 -0.87310 -0.05915
H2 2.80215 -2.42405 0.68915
H3 1.70531 -1.02817 0.54707
H4 4.50363 0.33501 2.86669
H5 4.35102 0.47470 1.09713
H6 4.12502 2.71561 1.09053
H7 3.27867 3.57445 2.20622
H8 1.01830 3.15813 1.66542
H9 0.74405 2.65061 -0.00666
H10 -0.86713 1.15264 0.49186
H11 -1.09820 3.30439 2.62088
H12 -2.46284 2.31838 2.05997
H13 -1.63903 3.42215 0.94073
H14 0.62351 0.19406 2.57372
H15 -0.53693 1.11611 3.48154
H16 -2.36856 -0.21957 2.92073
H17 -2.33045 -2.05549 1.22161
H18 -0.72204 -1.53341 0.69997
H19 -2.10864 -0.48636 0.42769
H20 -1.50242 -2.58149 3.39503
H21 0.13445 -1.89310 3.28930
H22 -0.98235 -1.30252 4.51705
N2 4.14307 -0.65752 -2.50247
C11 3.87473 -1.79927 -3.12823
C12 3.46207 -1.86311 -4.45271
C13 3.32514 -0.67929 -5.16003
C14 3.59794 0.51623 -4.51313
C15 3.99871 0.47391 -3.18402
H23 3.98692 -2.70388 -2.54325
H24 3.25336 -2.82190 -4.90899
H25 3.00378 -0.68669 -6.19435
H26 3.49413 1.46652 -5.02072
H27 4.20276 1.38706 -2.63456
N3 4.21579 -5.12167 -2.35891
C16 3.09472 -5.22742 -1.64945
C17 2.39547 -6.41709 -1.50060
C18 2.88558 -7.55348 -2.12206
C19 4.05372 -7.45524 -2.86259
C20 4.67927 -6.22031 -2.94790
H28 2.74157 -4.31816 -1.17357
H29 1.49144 -6.44286 -0.90799
H30 2.36834 -8.49999 -2.02942
H31 4.47568 -8.31595 -3.36394
H32 5.59714 -6.10595 -3.51473
N4 -3.92430 -1.65694 4.90400
C21 -5.00528 -1.53391 4.14138
C22 -6.27051 -1.94744 4.53905
C23 -6.41604 -2.52116 5.79191
C24 -5.29284 -2.66014 6.59351
C25 -4.07568 -2.21295 6.10099
H33 -4.84839 -1.08061 3.16815
H34 -7.11729 -1.81783 3.87868
H35 -7.38637 -2.85390 6.13820
H36 -5.35523 -3.10237 7.57878
H37 -3.17087 -2.29968 6.69477
N5 -1.09966 0.95600 -1.97631
C26 0.17765 0.98624 -2.34619
C27 0.59283 1.43294 -3.59416
C28 -0.36483 1.86593 -4.49707
C29 -1.69887 1.83349 -4.11988
C30 -2.01177 1.37247 -2.84900
H38 0.89621 0.64463 -1.60546
H39 1.64623 1.44209 -3.84106
H40 -0.09007 2.22358 -5.48091
H41 -2.47473 2.15913 -4.80034
H42 -3.04324 1.33914 -2.51224
N6 -3.12422 2.46717 6.01454
C31 -2.25886 3.34850 6.50687
C32 -1.46161 3.10424 7.61577
C33 -1.57230 1.87852 8.25108
C34 -2.46712 0.94950 7.74594
C35 -3.21322 1.28871 6.62685
H43 -2.19067 4.29401 5.98019
H44 -0.76428 3.85518 7.96108
H45 -0.96120 1.64644 9.11394
H46 -2.57676 -0.02766 8.19733
H47 -3.90279 0.58055 6.18577
N7 -1.47503 3.16007 -7.60095
C36 -1.75930 4.45941 -7.59241
C37 -1.31542 5.34610 -8.56283
C38 -0.53320 4.85696 -9.59632
C39 -0.22871 3.50538 -9.61532
C40 -0.72237 2.70228 -8.59755
H48 -2.36774 4.80834 -6.76533
H49 -1.57643 6.39379 -8.50276
H50 -0.16499 5.51729 -10.37084
H51 0.38164 3.07769 -10.39897
H52 -0.50181 1.64047 -8.57806

Cartesian forces (eV/Å) of the 2 atoms listed first:
-0.34 0.09 -0.05
0.13 -0.06 0.17

# C40H52N8ORuSeSi

A structure of composition C40H52N8ORuSeSi at a distorted geometry (ωB97M-V with the def2-TZVPD basis set, OMol25).

Properties
HOMO energy (alpha / beta) = -0.4560 / -0.4585 hartree
molecular weight = 869.0 g/mol
frontier orbital gap (alpha / beta) = 6.616 / 4.920 eV
total energy = -132084.1228 eV
charge = +2
ΔE to the lowest compared entry with this formula, charge and spin = 84.9 kJ/mol
spin multiplicity = 5
E_LUMO (alpha / beta) = -0.213 / -0.278 Ha

Atoms and positions in Å:
Ru1 -0.13604 0.00156 -0.06836
C1 -1.98641 -0.73738 -2.77744
N1 -1.53002 0.59974 -3.13509
C2 -2.57944 1.46166 -3.67388
C3 -0.23530 0.99540 -3.05640
N2 0.52930 0.64050 -2.01259
C4 1.94218 0.47704 -2.20066
C5 2.38601 -0.07975 -3.37957
C6 3.72816 -0.00369 -3.79143
C7 4.60726 0.71236 -3.03960
C8 4.22395 1.21148 -1.76876
C9 5.16409 1.95181 -1.01311
C10 4.85978 2.37351 0.24495
C11 3.66389 1.93596 0.83828
C12 2.74342 1.17682 0.16034
N3 1.70347 0.55818 0.93096
C13 2.03771 -0.10307 2.03301
N4 3.25494 -0.62968 2.25346
C14 4.18418 -0.96934 1.18236
C15 3.82727 -0.74450 3.59889
N5 1.12456 -0.30592 3.02698
C16 -0.06515 0.52512 3.12734
C17 0.95722 -1.65468 3.58304
C18 2.91727 0.94964 -1.24830
N6 0.21608 1.77542 -4.06145
C19 -0.25326 1.60110 -5.43876
C20 1.30862 2.73312 -3.92312
H1 -2.51212 -1.17136 -3.63172
H2 -2.68327 -0.71017 -1.93709
H3 -1.14482 -1.37649 -2.53952
H4 -3.36717 1.57070 -2.92267
H5 -3.02774 1.02851 -4.56887
H6 -2.19007 2.44498 -3.91089
H7 1.65173 -0.53821 -4.03620
H8 4.03512 -0.45680 -4.72752
H9 5.62245 0.88325 -3.38112
H10 6.12755 2.17589 -1.45677
H11 5.55285 2.98580 0.80949
H12 3.47037 2.15100 1.88471
H13 3.66974 -1.01929 0.22899
H14 4.61919 -1.94409 1.40357
H15 4.99012 -0.23821 1.10750
H16 3.17585 -0.28726 4.33510
H17 4.78974 -0.22869 3.61434
H18 3.99962 -1.78802 3.86661
H19 0.14341 1.53315 2.78821
H20 -0.38023 0.55757 4.17147
H21 -0.90289 0.12101 2.54630
H22 1.83141 -2.26701 3.38384
H23 0.08971 -2.13947 3.12737
H24 0.79988 -1.60182 4.66095
H25 -0.82397 0.68333 -5.53644
H26 0.61793 1.53586 -6.09206
H27 -0.86309 2.44156 -5.77396
H28 1.49468 2.95396 -2.88274
H29 1.02406 3.65791 -4.42868
H30 2.22770 2.35682 -4.37697
C21 -1.19713 4.09807 1.89503
Si1 -0.86154 3.40155 0.19791
C22 -1.84573 4.20741 -1.17862
C23 0.91137 3.82793 -0.10064
N7 -1.32269 1.63260 0.21313
C24 -2.63060 1.36448 0.53311
C25 -3.61275 2.38018 0.72440
C26 -4.90475 2.09175 1.07552
C27 -5.30348 0.76455 1.24546
C28 -4.38792 -0.26178 1.05193
C29 -3.08729 0.03692 0.71328
O1 -2.15684 -0.95719 0.45796
C30 -2.37086 -2.25473 0.98918
C31 -2.47318 -2.44588 2.35376
C32 -2.66444 -3.73304 2.83499
C33 -2.74704 -4.80561 1.95328
C34 -2.63898 -4.58647 0.58726
C35 -2.44615 -3.29996 0.09579
H31 -1.11908 5.19139 1.82384
H32 -0.42916 3.77034 2.60152
H33 -2.17517 3.85511 2.31912
H34 -1.18815 4.85563 -1.76428
H35 -2.65995 4.83519 -0.79946
H36 -2.29108 3.46928 -1.84834
H37 0.90672 4.85881 -0.47721
H38 1.43482 3.20733 -0.81722
H39 1.48583 3.81735 0.82674
H40 -3.34213 3.41654 0.58583
H41 -5.61399 2.89832 1.21163
H42 -6.32332 0.52580 1.52169
H43 -4.69153 -1.29356 1.15792
H44 -2.42499 -1.59996 3.03114
H45 -2.76183 -3.89453 3.90231
H46 -2.90639 -5.80756 2.33276
H47 -2.72225 -5.41600 -0.10571
H48 -2.37512 -3.11496 -0.96872
Se1 0.67991 -2.18477 -0.59423
C36 1.74338 -3.70903 -0.11092
C37 3.10858 -3.70960 -0.33413
C38 3.79227 -4.90314 -0.11486
N8 3.20008 -6.02378 0.29957
C39 1.88165 -5.99348 0.50461
C40 1.10087 -4.85846 0.31130
H49 3.63276 -2.83786 -0.69726
H50 4.86517 -4.95539 -0.28254
H51 1.42227 -6.92191 0.83244
H52 0.03257 -4.87954 0.48735

Cartesian forces (eV/Å) of the 2 atoms listed first:
0.28 -0.23 0.54
-0.05 0.18 -0.03

Q: Number 1 is which compound?
A: C40H52N2O3PRhSSbSi3

Q: What is the formula in the second record?
A: C40H52N7O2

Q: Number 1 is which compound?
A: C40H52N2O3PRhSSbSi3

Q: Among the records above, which one has the lowest total energy?
A: C40H52N8ORuSeSi